Record 1
C10H32NO8 | the ωB97M-V functional and the def2-TZVPD basis

Geometry as XYZ:
```
51
Properties=species:S:1:pos:R:3
C -3.466 5.054 5.941
C -6.439 6.669 2.459
O -3.843 10.445 2.193
H -3.115 9.790 -0.285
H -4.690 5.405 2.321
C -3.025 11.200 1.288
O -1.807 6.547 2.700
H -3.733 6.248 7.770
C -2.570 9.123 6.564
H -6.849 8.400 1.215
C -4.323 5.693 7.041
H -4.805 7.339 6.367
H -1.624 5.783 2.154
H -6.355 7.088 0.264
H 0.854 7.030 5.098
H -1.588 9.544 0.678
C -2.042 12.015 2.203
O -2.369 10.164 7.171
C -5.773 5.298 2.395
N -3.461 8.325 3.676
H -4.561 3.808 8.121
O 0.222 7.401 4.483
H -5.793 4.033 6.949
H -3.639 11.959 0.803
H -3.561 9.259 3.306
H -2.545 12.680 2.905
H -7.504 6.514 2.629
H -2.557 5.621 5.742
H -4.412 7.993 3.607
C -5.157 4.585 7.642
C -6.130 7.581 1.209
O -3.750 8.793 6.457
C -2.336 10.252 0.322
H -0.998 6.690 3.192
H -3.270 4.019 6.223
H -6.028 4.612 3.203
H -6.089 4.785 1.486
H -0.446 7.803 5.038
H -5.900 4.930 8.360
H -6.185 6.691 4.327
H -1.352 11.436 2.818
H -5.120 7.982 1.121
O -1.638 8.504 6.050
H -4.018 4.927 5.010
O -5.858 7.249 3.618
H -1.703 10.755 -0.409
H -4.374 11.145 2.580
O -5.251 6.492 6.439
H -3.127 8.276 4.628
H -2.841 7.773 3.099
H -1.334 12.659 1.681
```

Spin multiplicity: 2
E_LUMO (alpha / beta), eV: 4.9 / 5.0
Total charge: -2
⟨S²⟩: 0.7504
HOMO level (alpha / beta), eV: 2.743 / 0.274


Record 2
C3H10O5PSnY | the ωB97M-V functional and the def2-TZVPD basis

Geometry as XYZ:
```
21
Properties=species:S:1:pos:R:3
H 1.776 0.821 -2.401
O 0.615 -0.795 1.503
C 0.752 0.594 -2.002
H -1.626 -2.456 1.283
H -2.269 -2.712 -0.451
H 0.197 -0.204 -2.583
H -2.478 0.896 1.522
Y 2.881 -0.806 0.833
H 3.628 0.985 -0.860
O 1.003 0.147 -0.684
H -2.549 2.019 0.025
O -1.147 -1.050 -0.261
H -2.108 2.591 1.598
C -2.033 1.706 0.930
O 3.237 1.131 0.048
H -2.972 -1.400 0.499
H 0.166 1.564 -1.858
C -2.088 -1.985 0.349
O -0.664 1.308 0.618
Sn 5.828 -2.231 1.450
P -0.149 -0.123 0.443
```

Spin multiplicity: 1
E_LUMO, eV: -21.2
Total charge: +4
HOMO level, eV: -23.571


Record 3
C27H26Cl2N | the ωB97M-V functional and the def2-TZVPD basis

Geometry as XYZ:
```
56
Properties=species:S:1:pos:R:3
H 3.444 1.593 3.479
H 1.880 -1.287 -1.971
H -3.217 -1.223 -0.075
C -1.496 -1.072 1.096
Cl -5.419 2.593 -2.800
H -4.045 -3.536 2.896
H 1.954 -1.310 0.662
Cl 7.222 2.419 -2.560
C 3.314 1.855 -2.018
C 2.628 1.195 2.873
H 6.507 -0.330 -2.474
H -2.494 -1.272 -2.473
C -3.606 -2.665 2.399
H -2.395 -3.907 1.099
C 5.703 1.671 -2.351
H -4.685 -0.162 -2.967
H 0.905 1.505 -1.011
C 4.368 -0.331 -2.186
C 5.612 0.269 -2.342
C 0.552 0.180 1.320
H -0.334 -1.256 -1.365
C -0.427 -0.251 -0.921
N -0.528 -0.356 0.507
H -0.718 1.648 2.244
H 4.637 3.546 -2.206
H 4.272 -1.419 -2.157
C 1.815 -0.409 1.273
H -1.820 -2.932 3.563
C -2.642 -0.218 -2.234
C -1.604 -1.023 2.571
C 0.855 0.448 -1.280
H -2.015 -0.034 2.861
C -3.101 -3.068 1.021
H -2.896 -1.686 4.180
C 1.331 1.691 3.026
H 3.900 -0.180 1.770
H -2.968 3.607 -1.745
C -1.771 1.838 -1.340
H -0.606 -1.084 3.041
C 4.559 2.464 -2.185
C 1.922 -0.200 -1.794
C 3.198 0.448 -2.026
H -4.403 -1.920 2.295
C -1.649 0.467 -1.530
C -2.896 2.521 -1.825
H 2.428 2.474 -1.883
H -3.940 -3.412 0.409
H -0.989 2.369 -0.804
C -3.847 0.411 -2.573
H -1.915 -2.301 -0.608
C 2.886 0.181 1.947
C -3.968 1.790 -2.356
C -2.477 -2.105 3.257
C -2.420 -1.899 0.284
C 0.298 1.247 2.189
H 1.101 2.418 3.802
```

Spin multiplicity: 1
E_LUMO, eV: -3.7
Energy relative to the best compared isomer or geometry (same formula, charge and spin), eV: 0.000
Total charge: +1
HOMO level, eV: -10.831


Record 4
C25H19BBrF3IrN5O2S | the ωB97M-V functional and the def2-TZVPD basis

Geometry as XYZ:
```
58
Properties=species:S:1:pos:R:3
C 0.966 -0.678 2.954
C -3.059 0.382 -0.338
F -1.708 4.800 -1.928
C -4.911 -0.574 -1.548
C 3.277 -2.762 -0.134
C 0.477 3.498 1.956
S -0.136 1.644 -2.089
H -2.414 0.459 4.543
H -0.398 5.327 1.178
F 0.396 4.507 -2.577
B -0.769 -1.880 -4.216
N -2.287 0.466 1.835
C 5.610 -2.355 -0.798
H -3.477 -1.719 -0.388
N 0.482 1.641 0.479
H 1.873 -1.011 2.406
H -0.781 -3.075 -4.392
C 0.786 -0.707 4.301
N -0.628 -1.389 -1.563
H -5.513 -1.347 -2.057
C -1.315 0.120 2.676
C -0.110 3.827 -0.363
H 6.855 -4.080 -1.239
H 6.387 -1.685 -1.092
H 1.540 1.672 2.249
C -5.455 0.729 -1.834
C 4.354 -1.876 -0.364
H 0.277 -1.322 -4.614
H -2.818 2.512 -0.718
F -0.102 6.044 -1.037
H 4.944 -5.702 -0.896
Br 4.480 -0.041 0.041
N -0.072 -0.335 2.124
C 1.830 -2.297 0.055
Ir -0.147 -0.411 0.089
C 0.926 2.260 1.580
C -0.480 -0.388 4.846
C -0.093 4.315 0.930
N -1.981 0.161 0.604
H 2.700 -4.966 -0.176
C -4.719 1.829 -1.426
H -5.094 2.809 -1.606
H -1.786 -1.514 -4.841
O 1.735 -0.996 -0.168
C 5.833 -3.706 -1.010
H -0.697 -0.582 5.861
C 0.074 2.402 -0.565
C -1.501 0.118 4.070
H 1.695 -0.899 4.947
C 3.519 -4.190 -0.304
H -6.341 0.844 -2.432
O 0.966 -3.109 0.353
C -0.387 4.767 -1.479
C -3.759 -0.743 -0.768
C 4.814 -4.630 -0.709
C -3.514 1.675 -0.713
H 0.442 3.793 3.014
C -0.786 -1.631 -2.705
```

Spin multiplicity: 6
E_LUMO (alpha / beta), eV: -4.2 / -7.3
Energy relative to the best compared isomer or geometry (same formula, charge and spin), eV: 0.331
Total charge: +1
⟨S²⟩: 8.8149
HOMO level (alpha / beta), eV: -10.767 / -11.454


Record 5
C3H9OS | the ωB97M-V functional and the def2-TZVPD basis

Geometry as XYZ:
```
14
Properties=species:S:1:pos:R:3
H -0.666 2.099 -1.092
C 1.167 -0.903 0.021
C -0.722 1.636 -2.075
H 0.672 -0.979 2.804
C -0.376 -1.127 2.526
S -0.374 -0.459 0.725
H -1.115 -0.619 3.145
H -0.482 -2.209 2.464
H -1.678 1.154 -2.269
H -0.599 2.432 -2.830
O 0.396 0.778 -2.264
H 1.404 -1.950 0.144
H 0.497 0.238 -1.425
H 1.875 -0.091 0.126
```

Spin multiplicity: 1
E_LUMO, eV: 4.0
Energy relative to the best compared isomer or geometry (same formula, charge and spin), eV: 2.868
Total charge: -1
HOMO level, eV: -1.866


Record 6
C12H14F5O3RuSSe4 | the ωB97M-V functional and the def2-TZVPD basis

Geometry as XYZ:
```
40
Properties=species:S:1:pos:R:3
H 0.021 -2.120 1.531
F 6.672 0.555 -0.477
F 5.267 2.453 -1.813
C -3.362 0.952 -0.804
H -3.609 -0.960 0.207
C -0.524 -1.438 2.177
C -3.450 -0.562 -0.800
C -2.106 0.348 2.058
C -2.243 1.651 1.261
H -4.256 1.377 -0.339
Ru -0.438 0.172 -0.655
S 0.958 1.346 0.677
H -1.302 -2.862 -1.699
F 2.832 -0.659 1.903
C 2.654 1.083 0.312
Se 1.081 -1.656 -1.013
H 0.191 -0.850 2.754
C 5.379 0.729 -0.221
O -2.196 1.445 -0.147
C -2.261 -2.529 -1.315
C 3.403 0.120 0.982
C 4.745 -0.068 0.723
H -3.283 1.314 -1.829
O -1.294 -0.574 1.332
F 2.657 2.794 -1.310
Se -0.147 1.242 -2.665
Se 1.074 -0.133 -4.159
F 5.440 -1.003 1.373
H -3.074 -2.895 -1.946
H -1.194 -1.996 2.836
H -2.398 -2.886 -0.289
Se 2.606 -0.922 -2.632
C 4.663 1.701 -0.894
C 3.316 1.865 -0.627
H -4.299 -0.863 -1.423
H -1.639 0.581 3.018
H -3.073 -0.124 2.253
H -3.165 2.173 1.529
O -2.250 -1.101 -1.337
H -1.396 2.302 1.466
```

Spin multiplicity: 2
E_LUMO (alpha / beta), eV: -0.1 / -0.8
Energy relative to the best compared isomer or geometry (same formula, charge and spin), eV: 0.039
⟨S²⟩: 0.7608
HOMO level (alpha / beta), eV: -7.077 / -7.166


Record 7
C7H10O2 | the ωB97M-V functional and the def2-TZVPD basis

Geometry as XYZ:
```
19
Properties=species:S:1:pos:R:3
H 0.835 2.882 1.251
H -1.686 0.911 1.609
O -2.639 0.631 -0.694
O -0.946 -2.043 0.798
H 1.371 -1.887 0.117
C -1.135 -0.890 0.450
C -0.784 0.327 1.423
H 1.520 2.280 -0.364
H -0.348 -0.117 2.317
C 0.162 1.032 0.615
C -2.168 -0.468 -0.584
C 0.467 -0.247 -0.954
H 2.407 -0.456 0.006
H 0.703 0.608 -1.585
C 0.885 2.105 0.495
C 1.677 -1.064 -0.532
H -2.388 -1.289 -1.291
H -0.117 -0.830 -1.670
H 2.181 -1.484 -1.407
```

Spin multiplicity: 1
E_LUMO, eV: -0.3
Energy relative to the best compared isomer or geometry (same formula, charge and spin), eV: 4.270
HOMO level, eV: -9.336


Record 8
C20H18N7O2RuS | the ωB97M-V functional and the def2-TZVPD basis

Geometry as XYZ:
```
49
Properties=species:S:1:pos:R:3
N 0.592 -2.618 1.589
H -1.718 0.999 6.399
N 6.458 -5.304 3.316
N -0.430 2.382 2.336
O 2.167 -1.204 0.659
H 0.492 4.635 -1.478
N -0.283 0.064 2.937
C -2.809 -2.527 -0.577
N -1.183 -3.913 0.557
H 5.664 -2.840 3.820
C 4.032 -2.755 2.473
C 0.028 3.656 0.356
C 0.008 2.427 1.022
C -0.479 -0.901 3.919
H -1.129 -1.394 5.861
N -0.993 -1.551 0.497
S 1.978 -2.796 0.689
C 4.686 -5.396 1.724
H 1.244 2.504 -2.589
H -0.195 -1.904 3.638
H -0.701 3.285 2.703
Ru 0.511 -0.540 1.274
H -2.823 -4.686 -0.430
H 1.160 0.405 -1.293
C -2.305 -3.771 -0.168
H -3.719 -2.457 -1.157
O 1.678 -3.358 -0.580
C 3.295 -3.456 1.485
C 0.465 3.694 -0.943
C 3.643 -4.781 1.110
C 0.879 2.507 -1.572
H -1.368 2.735 4.690
C -0.581 -2.802 0.850
C 5.436 -4.711 2.726
C -1.125 1.700 4.486
H 3.085 -5.294 0.338
C -1.317 0.735 5.429
C -2.121 -1.394 -0.228
H 4.960 -6.405 1.445
H -0.300 4.553 0.865
H 6.735 -6.243 3.069
N 0.399 1.300 0.431
H -2.431 -0.394 -0.501
C -0.985 -0.607 5.135
H 7.011 -4.835 4.016
C 0.829 1.343 -0.866
C 5.079 -3.368 3.079
C -0.592 1.363 3.230
H 3.788 -1.732 2.730
```

Spin multiplicity: 1
E_LUMO (alpha / beta), eV: -12.3 / -12.6
Total charge: +3
HOMO level (alpha / beta), eV: -16.435 / -16.250